Below is an isolated ion of composition C7H13O and charge -1, with properties calculated with ωB97M-V/def2-TZVPD.

```
21
Properties=species:S:1:pos:R:3
C -0.72 -2.12 3.22
C -0.75 -2.41 1.95
C -1.04 -1.47 0.82
C 0.21 -0.67 0.41
C -0.10 0.55 -0.44
C 1.17 1.28 -0.90
C 0.75 2.47 -1.87
O 0.21 2.03 -3.01
H -0.42 -2.87 3.94
H -0.90 -1.14 3.65
H -0.58 -3.44 1.66
H -1.84 -0.76 1.02
H -1.44 -2.03 -0.04
H 1.01 -1.30 0.02
H 0.64 -0.34 1.34
H -0.64 0.28 -1.35
H -0.75 1.28 0.05
H 1.73 0.66 -1.58
H 1.65 1.75 -0.04
H 0.10 3.17 -1.29
H 1.74 2.99 -2.01
```

Output
HOMO energy ... -0.080 hartree
Net charge ... -1
Lowest unoccupied orbital energy ... 3.38 eV
M ... 113.18 g mol⁻¹
SMILES string ... C=CCCCCC[O-]
Kohn-Sham gap ... 5.6 eV
Energy relative to the best compared isomer or geometry (same formula, charge and spin) ... 10.3 kcal per mole